Computed, not measured: C13H27Cl4Cu2O5S2 as an isolated structure, with ωB97M-V/def2-TZVPD.

The geometry in XYZ format:
```
53
Properties=species:S:1:pos:R:3:nbo_charge:R:1
H 1.27426 1.91949 -8.17599 0.23
S 1.45925 -1.12835 -6.34536 2.11
H -0.11397 2.26750 6.66520 0.24
H -6.89951 -1.83740 -0.44544 0.23
C -1.43213 -0.30031 5.47561 -0.65
H 1.55893 2.85857 0.24831 0.23
Cl -7.66494 -3.30839 1.27066 -0.09
H 1.55950 1.49893 6.42233 0.25
O 2.43770 -1.24606 -5.24572 -0.98
H -2.00622 0.75440 7.38859 0.22
H 1.67899 1.63449 -5.14474 0.22
O 0.71699 0.02110 3.97001 -0.98
H 4.44879 3.38116 1.13177 0.22
C -1.41207 -0.06200 6.97801 -0.42
Cu 3.67216 -2.08175 2.37866 0.77
C 3.38191 3.26404 1.32187 -0.39
H 3.17553 -0.27645 -7.89487 0.26
C 2.15093 -0.01278 -7.63261 -0.66
C 0.31784 -2.45271 -0.53111 -0.28
O -0.99279 1.89744 3.96267 -0.91
H -2.39882 -0.25272 4.97425 0.27
Cl -4.38274 -3.37605 1.92777 -0.06
H 0.27755 2.29825 -5.84855 0.24
Cl 2.80789 4.83115 1.98530 -0.04
H -4.46319 -2.11319 -0.12416 0.21
H -0.23702 -2.29958 0.39452 0.15
H -0.49381 0.02216 -6.69315 0.24
O 0.76582 -2.29573 -6.88954 -0.90
H 0.18617 0.58472 8.35220 0.24
H -0.35133 -2.98767 -1.20502 0.17
C 0.47524 1.39713 6.37644 -0.60
C 0.22594 0.13533 -5.88243 -0.64
C 0.98447 1.47752 -5.97003 -0.41
H 0.56371 -1.48835 -0.97568 0.15
S -0.24053 0.83859 4.69153 2.07
C -0.00152 0.28862 7.32011 -0.41
H -4.99876 -3.70561 -0.31096 0.23
H 2.73407 1.98183 -7.28534 0.23
H 3.31798 2.47537 2.07155 0.22
C -6.46171 -2.15262 0.50169 -0.36
H -0.94626 -1.26798 5.35057 0.24
O 1.57257 -3.06264 -0.32778 -0.77
H -0.23602 -0.13545 -4.93303 0.25
H 0.67655 -0.56403 7.28404 0.20
C -5.09853 -2.85372 0.36167 -0.39
C 2.63239 2.90606 0.06522 -0.37
H -1.51821 -1.00052 7.52208 0.24
H 2.97686 1.98579 -0.40653 0.21
H -6.36497 -1.33405 1.21492 0.22
C 1.78796 1.44340 -7.34080 -0.41
Cl 2.79201 4.11845 -1.28492 -0.07
Cu 4.48107 -2.29738 -2.20408 0.81
H 1.62396 -0.38810 -8.50985 0.25
```

Calculated values
charge: +1
E: -185180.3632 eV
multiplicity: 1